188
Properties=species:S:1:pos:R:3:lowdin_charge:R:1 method="wB97M-V/def2-TZVPD" energy_ev=-120871.6360 total_charge=+5 multiplicity=1 homo_ev=-15.51
C 25.185 -8.759 -7.830 -0.6391
F 25.696 -9.786 -8.584 0.0820
F 24.604 -9.199 -6.738 0.1307
F 26.233 -8.039 -7.407 0.1047
S 23.907 -7.788 -8.917 0.4325
O 24.562 -7.424 -10.155 -0.3609
O 22.894 -8.826 -9.172 -0.3919
O 23.391 -6.735 -8.080 -0.3598
C 28.112 -1.926 -11.127 -0.0566
C 27.717 -2.997 -10.087 -0.1502
N 28.618 -2.893 -8.934 -0.0680
C 28.601 -1.967 -7.926 -0.0106
C 29.641 -2.242 -7.043 0.0048
N 30.205 -3.424 -7.462 -0.0681
C 29.611 -3.824 -8.646 0.0609
C 31.375 -4.163 -6.839 0.0422
H 27.406 -2.010 -11.953 0.0759
H 29.106 -2.002 -11.569 0.0877
H 28.008 -0.870 -10.876 0.0774
H 27.816 -4.024 -10.440 0.1257
H 26.668 -3.031 -9.793 0.1296
H 27.873 -1.176 -8.027 0.1351
H 29.959 -1.761 -6.130 0.1373
H 29.754 -4.760 -9.166 0.1692
H 31.698 -3.796 -5.865 0.1027
H 32.254 -4.104 -7.480 0.1029
H 31.210 -5.241 -6.850 0.1022
C 18.830 -13.660 -10.692 -0.0503
C 20.148 -13.512 -11.507 -0.1441
N 21.098 -14.377 -10.814 -0.0587
C 21.885 -14.075 -9.701 0.0041
C 22.586 -15.198 -9.288 0.0218
N 22.212 -16.238 -10.141 -0.0896
C 21.414 -15.675 -11.104 0.0137
C 22.450 -17.670 -10.074 0.0207
H 18.549 -14.711 -10.621 0.0871
H 18.082 -13.074 -11.226 0.0814
H 18.887 -13.166 -9.722 0.0785
H 20.482 -12.475 -11.505 0.1298
H 20.032 -13.864 -12.532 0.1300
H 21.784 -13.117 -9.213 0.1384
H 23.328 -15.401 -8.530 0.1376
H 20.948 -16.222 -11.910 0.1701
H 23.101 -17.944 -10.904 0.1109
H 21.549 -18.283 -10.055 0.1136
H 23.002 -17.822 -9.147 0.1053
C 19.663 -1.469 -10.784 -0.1283
C 19.145 -2.110 -11.966 -0.2546
C 20.290 -3.003 -12.552 -0.1082
N 20.184 -3.395 -14.026 -0.2527
C 20.312 -2.135 -14.875 0.0290
C 18.847 -4.168 -14.321 -0.0308
C 19.065 -5.639 -13.794 -0.1493
C 20.529 -5.848 -14.007 -0.1449
C 21.252 -4.463 -14.281 -0.0689
H 19.879 -2.145 -9.957 0.0940
H 18.776 -0.920 -10.471 0.0943
H 20.454 -0.757 -11.020 0.0945
H 18.623 -1.460 -12.669 0.1212
H 18.421 -2.814 -11.557 0.1180
H 20.419 -3.905 -11.955 0.1392
H 21.278 -2.543 -12.522 0.1264
H 20.515 -2.285 -15.935 0.1117
H 21.235 -1.631 -14.589 0.1090
H 19.463 -1.461 -14.763 0.1068
H 18.743 -4.331 -15.394 0.1388
H 18.069 -3.493 -13.965 0.1264
H 18.470 -6.350 -14.365 0.1216
H 18.715 -5.869 -12.788 0.1127
H 20.792 -6.528 -14.818 0.1199
H 20.919 -6.322 -13.107 0.1162
H 21.554 -4.356 -15.323 0.1261
H 22.197 -4.297 -13.763 0.1324
C 23.199 -1.109 -5.111 -0.0709
C 23.339 0.070 -4.088 -0.2436
C 22.749 1.385 -4.545 -0.1184
N 22.811 2.506 -3.442 -0.2189
C 24.220 2.663 -2.864 0.0481
C 22.249 3.818 -4.011 -0.1001
C 21.724 4.606 -2.829 -0.1457
C 21.335 3.572 -1.816 -0.1554
C 21.812 2.267 -2.314 -0.1166
H 22.146 -1.323 -5.294 0.0753
H 23.680 -1.980 -4.666 0.0775
H 23.789 -0.794 -5.972 0.0738
H 24.391 0.079 -3.802 0.1095
H 22.736 -0.162 -3.210 0.1055
H 21.773 1.299 -5.022 0.1352
H 23.321 1.709 -5.415 0.1318
H 24.461 1.732 -2.352 0.0936
H 24.231 3.388 -2.051 0.1214
H 24.962 2.785 -3.654 0.1182
H 22.979 4.375 -4.598 0.1426
H 21.444 3.524 -4.684 0.1323
H 22.503 5.333 -2.599 0.1283
H 20.865 5.170 -3.192 0.1328
H 21.709 3.781 -0.814 0.1340
H 20.249 3.616 -1.738 0.1329
H 22.310 1.542 -1.670 0.1357
H 20.922 1.775 -2.707 0.1410
C 27.710 -9.941 -2.155 -0.0804
C 28.508 -11.259 -2.038 -0.2571
C 28.512 -12.101 -3.272 -0.1159
N 29.579 -13.257 -3.258 -0.2281
C 29.382 -14.131 -1.945 0.0720
C 31.008 -12.756 -3.285 -0.0857
C 31.802 -13.953 -3.889 -0.1440
C 30.838 -14.579 -4.849 -0.1627
C 29.473 -14.009 -4.596 -0.0901
H 26.696 -10.174 -2.478 0.0693
H 28.135 -9.356 -2.971 0.0799
H 27.497 -9.486 -1.188 0.0844
H 28.084 -11.843 -1.221 0.1073
H 29.471 -10.972 -1.616 0.1162
H 28.825 -11.480 -4.111 0.1305
H 27.543 -12.560 -3.469 0.1396
H 29.686 -13.586 -1.051 0.1063
H 30.108 -14.942 -2.001 0.1002
H 28.399 -14.590 -2.051 0.1098
H 31.296 -12.548 -2.254 0.1277
H 31.120 -11.868 -3.906 0.1443
H 32.158 -14.657 -3.137 0.1149
H 32.767 -13.694 -4.324 0.1309
H 30.846 -15.661 -4.716 0.1257
H 31.219 -14.363 -5.847 0.1338
H 28.600 -14.662 -4.574 0.1369
H 29.315 -13.246 -5.358 0.1343
C 20.333 -5.685 -1.850 -0.1120
C 19.816 -6.340 -3.073 -0.2514
C 18.258 -6.366 -3.141 -0.0734
N 17.769 -6.884 -4.543 -0.2260
C 18.040 -8.393 -4.702 0.0338
C 16.239 -6.645 -4.679 -0.0737
C 16.018 -6.766 -6.192 -0.1443
C 17.355 -6.549 -6.873 -0.1737
C 18.361 -6.206 -5.823 -0.0843
H 21.393 -5.433 -1.823 0.0899
H 20.094 -6.271 -0.962 0.0872
H 19.739 -4.816 -1.567 0.0818
H 20.254 -7.327 -3.224 0.1128
H 20.162 -5.687 -3.874 0.1035
H 17.955 -5.320 -3.087 0.1259
H 17.855 -6.921 -2.294 0.1437
H 17.550 -8.843 -3.839 0.1128
H 19.097 -8.659 -4.685 0.1044
H 17.615 -8.783 -5.627 0.1023
H 15.634 -7.386 -4.157 0.1423
H 16.126 -5.637 -4.281 0.1308
H 15.666 -7.786 -6.349 0.1185
H 15.231 -6.042 -6.402 0.1288
H 17.683 -7.409 -7.456 0.1210
H 17.270 -5.716 -7.571 0.1234
H 19.316 -6.679 -6.052 0.1380
H 18.422 -5.145 -5.580 0.1381
C 30.362 -10.363 -18.156 -0.0756
C 29.677 -10.701 -16.800 -0.2309
C 28.206 -10.383 -16.856 -0.1449
N 27.513 -10.379 -15.486 -0.2167
C 28.015 -9.141 -14.650 0.0740
C 27.544 -11.711 -14.691 -0.0730
C 26.271 -11.716 -13.874 -0.1586
C 25.314 -10.738 -14.495 -0.1820
C 25.957 -10.248 -15.734 -0.0925
H 29.952 -10.845 -19.044 0.0838
H 31.383 -10.719 -18.014 0.0857
H 30.408 -9.281 -18.282 0.0808
H 30.257 -10.095 -16.103 0.1110
H 29.787 -11.774 -16.643 0.1182
H 27.715 -11.084 -17.532 0.1388
H 28.074 -9.384 -17.271 0.1342
H 29.074 -9.399 -14.675 0.0870
H 27.655 -9.176 -13.622 0.1134
H 27.879 -8.202 -15.187 0.1078
H 28.514 -11.761 -14.196 0.1434
H 27.598 -12.536 -15.401 0.1369
H 26.441 -11.620 -12.802 0.1273
H 25.885 -12.732 -13.962 0.1176
H 25.147 -9.904 -13.813 0.1194
H 24.361 -11.239 -14.665 0.1243
H 25.784 -9.187 -15.915 0.1333
H 25.700 -10.950 -16.527 0.1375
P 31.898 -10.766 -9.899 0.2254
F 32.826 -12.079 -9.988 -0.1707
F 33.314 -9.905 -10.034 -0.2022
F 31.779 -10.791 -11.547 -0.2110
F 30.953 -9.433 -9.735 -0.2103
F 30.523 -11.698 -9.864 -0.2208
F 32.081 -10.730 -8.263 -0.2098